Record 1
Here is C24H30IrNO5 as an isolated structure from OMol25. Energies are from ωB97M-V/def2-TZVPD.

CARTESIAN COORDINATES (ANGSTROEM)
C (-0.05181, -0.24441, -6.40059)
C (-0.73452, -1.47722, -5.75813)
C (-0.28226, 0.92172, -5.40363)
C (-1.61047, 0.62954, -4.71088)
H (-0.25749, 1.86454, -5.95632)
H (0.54527, 0.89011, -4.68458)
C (-1.67412, -0.92783, -4.69073)
H (0.03825, -2.13057, -5.33702)
H (-1.33250, -2.03928, -6.48150)
C (-1.22004, -1.33674, -3.29778)
H (-2.70965, -1.25858, -4.87206)
H (-2.40936, 0.99564, -5.37373)
C (-1.82016, 1.16227, -3.26969)
C (1.42735, -0.37945, -6.70651)
C (-0.55587, 0.07153, -7.81633)
O (-0.92118, 1.19134, -8.11871)
O (2.19294, -1.17610, -6.18982)
O (1.78102, 0.46263, -7.70071)
O (-0.55311, -0.91325, -8.74627)
C (0.09654, -2.21427, -8.65801)
H (-0.29393, -2.83376, -7.83976)
H (1.18681, -2.11116, -8.56502)
H (-0.14627, -2.68113, -9.61633)
C (3.16149, 0.37451, -8.04669)
H (3.79969, 0.62548, -7.19212)
H (3.29853, 1.09018, -8.85244)
H (3.40961, -0.63682, -8.38873)
O (-1.93970, -0.39722, -2.41956)
H (-0.12106, -1.19270, -3.18097)
H (-1.53326, -2.34389, -2.98462)
C (-3.19347, 1.73486, -3.02358)
C (-0.66441, 1.84043, -2.61171)
H (-0.24648, 2.61597, -3.27476)
H (0.13201, 1.13192, -2.33947)
H (-1.01784, 2.32440, -1.69432)
H (-3.31685, 1.96824, -1.95967)
H (-3.97895, 1.03265, -3.33750)
H (-3.32217, 2.66762, -3.59346)
Ir (1.19077, 0.28042, 1.42352)
C (-1.82736, 0.07900, 1.15891)
C (-2.50649, 0.18482, 0.00561)
C (-1.83210, -0.75866, -1.01958)
H (-3.41993, 0.73462, -0.22217)
C (-0.53806, -1.03857, -0.45358)
C (-0.51140, -0.65466, 0.94983)
H (-0.36364, -1.52453, 1.62429)
H (-2.08058, 0.43614, 2.15613)
H (-2.29008, -1.75957, -0.88948)
H (0.22076, -1.61534, -0.97595)
C (2.94926, 1.48926, 0.94828)
C (3.38629, 0.33732, 1.70630)
C (3.09653, -0.84070, 0.93433)
H (3.89103, 0.34646, 2.66770)
C (2.49538, -0.42971, -0.29689)
C (2.37286, 1.00754, -0.28971)
H (1.94158, 1.60943, -1.08418)
H (3.02358, 2.52886, 1.25304)
H (3.32959, -1.86496, 1.21544)
H (2.19600, -1.08786, -1.10728)
N (-0.21814, 1.96406, 3.56122)
C (0.33165, 1.27538, 2.77696)

Its multiplicity is 6. For the frontier orbital gap (alpha / beta), the calculation gives 0.073 / 0.200 Ha. The value obtained for the relative energy (zero: lowest compared OMol25 entry of this formula, charge and spin) is 249.5 kJ/mol. The charge is -1. Its calculated total energy is -39931.00421 eV. As for the highest occupied orbital energy (alpha / beta): 0.16 / -4.54 eV.

Record 2
Here is one molecule with the formula C24H30N2O4 from OMol25. Energies are from ωB97M-V/def2-TZVPD.

CARTESIAN COORDINATES (ANGSTROEM)
C (-1.67952, 4.23768, 0.28361)
O (-1.98161, 3.16391, 1.14212)
C (-2.53103, 2.03413, 0.60974)
C (-2.76303, 1.81601, -0.74370)
C (-3.30831, 0.61687, -1.16635)
C (-3.63209, -0.38740, -0.26593)
C (-4.16152, -1.71148, -0.74537)
C (-3.08658, -2.46997, -1.54127)
N (-1.83440, -2.52005, -0.82260)
C (-0.78348, -1.74508, -1.17165)
O (-0.74587, -1.11499, -2.20787)
C (0.37069, -1.72568, -0.17859)
C (0.95107, -3.09180, 0.17343)
C (2.21261, -2.85854, 0.99471)
C (2.12873, -1.77488, 2.05888)
O (3.01599, -1.67096, 2.88692)
N (1.07671, -0.92480, 2.02571)
C (1.06297, 0.20779, 2.93080)
C (1.15269, 1.55863, 2.18754)
C (1.95495, 1.42162, 0.92280)
C (1.35773, 1.56996, -0.31846)
C (2.05864, 1.35523, -1.49414)
C (3.39383, 0.97659, -1.43871)
O (4.17566, 0.70798, -2.52370)
C (3.59116, 0.78389, -3.80110)
C (4.01007, 0.84604, -0.19242)
C (3.30032, 1.06628, 0.96760)
C (-0.04847, -1.05966, 1.13005)
C (-3.40484, -0.15708, 1.08560)
C (-2.86537, 1.03458, 1.52319)
H (-1.29164, 5.02618, 0.92637)
H (-2.57267, 4.59875, -0.23572)
H (-0.91460, 3.96600, -0.45103)
H (-2.51959, 2.56758, -1.47774)
H (-3.47519, 0.46346, -2.22152)
H (-5.02942, -1.56527, -1.39116)
H (-4.47308, -2.31295, 0.11163)
H (-2.87400, -1.95428, -2.47940)
H (-3.42629, -3.48714, -1.75925)
H (-1.84538, -2.95867, 0.08377)
H (1.15513, -1.11565, -0.63811)
H (0.23015, -3.67458, 0.75215)
H (1.19323, -3.65737, -0.72820)
H (2.54059, -3.77527, 1.48826)
H (3.02803, -2.54347, 0.33652)
H (0.15411, 0.17664, 3.54098)
H (1.92918, 0.07550, 3.58147)
H (0.15388, 1.92758, 1.94973)
H (1.62095, 2.28286, 2.85702)
H (0.31315, 1.83970, -0.38547)
H (1.54282, 1.46264, -2.43463)
H (2.74486, 0.09620, -3.89817)
H (3.25933, 1.80187, -4.03105)
H (4.37382, 0.49514, -4.50110)
H (5.04905, 0.55804, -0.16208)
H (3.78980, 0.94045, 1.92118)
H (-0.45733, -0.06861, 0.92982)
H (-0.83803, -1.64868, 1.62208)
H (-3.65829, -0.91818, 1.81066)
H (-2.69027, 1.21667, 2.57214)

Its multiplicity is 1. The SMILES is COc1ccc(CCNC(=O)[C@@H]2CCC(=O)N(CCc3ccc(OC)cc3)C2)cc1. For the frontier orbital gap, the calculation gives 0.324 Ha. The value obtained for the relative energy (zero: lowest compared OMol25 entry of this formula, charge and spin) is 127.0 kJ/mol. Its calculated total energy is -36546.18286 eV. As for the highest occupied orbital energy: -8.22 eV.

The evaluated strongest force on any atom for the records listed, in turn: 5.77, 0.70 eV Å⁻¹.